No. 1
The following is a quantum chemistry calculation of a cluster of 2 separate species, C5H14NO in total in a non-equilibrium geometry, from the OMol25 dataset.

## Properties
net charge = +1
ΔE to the lowest compared entry with this formula, charge and spin = 31.5 kcal/mol
electronic energy = -328.63598 Ha
orbital gap = 10.26 eV

Bonds (Å) are listed after each position.
Element x y z (Å)
1 C -0.37 -0.34 1.08  C2 1.531, N6 1.518, H7 1.091, H8 1.086
2 C 1.08 -0.02 1.43  C1 1.531, C3 1.537, H9 1.092, H10 1.096
3 C 1.87 0.65 0.28  C2 1.537, C5 1.514, H11 1.093, H12 1.093
4 C 1.68 -1.39 -1.23  C5 1.338, H13 1.085, H14 1.088
5 C 1.88 -0.07 -1.05  C3 1.514, C4 1.338, H15 1.086
6 N -0.95 0.69 0.12  C1 1.518, H16 1.026, H17 1.031, H18 1.022
7 H -0.35 -1.23 0.44  C1 1.091
8 H -1.05 -0.40 1.92  C1 1.086
9 H 1.51 -0.92 1.87  C2 1.092
10 H 1.06 0.71 2.25  C2 1.096
11 H 1.59 1.70 0.22  C3 1.093
12 H 2.92 0.55 0.55  C3 1.093
13 H 1.13 -2.04 -0.56  C4 1.085
14 H 2.13 -1.89 -2.08  C4 1.088
15 H 2.35 0.39 -1.91  C5 1.086
16 H -0.75 1.64 0.44  N6 1.026
17 H -1.98 0.61 0.10  N6 1.031
18 H -0.54 0.61 -0.81  N6 1.022
19 H -4.10 0.75 -1.30  O21 0.965
20 H -3.89 -0.67 -0.78  O21 0.969
21 O -3.74 0.26 -0.55  H19 0.965, H20 0.969

---

No. 2
The following is a quantum chemistry calculation of a cluster of 2 separate species, C5H14NO2 in total in a non-equilibrium geometry, from the OMol25 dataset.

## Properties
net charge = -1
ΔE to the lowest compared entry with this formula, charge and spin = 12.6 kcal/mol
electronic energy = -404.13447 Ha
orbital gap = 7.38 eV

Bonds (Å) are listed after each position.
Element x y z (Å)
1 C 2.49 0.57 -0.31  C2 1.534, C3 1.522, H8 1.096, H9 1.098
2 C 2.61 -0.79 0.40  C1 1.534, H10 1.093, H11 1.091, H12 1.089
3 C 1.30 1.42 0.10  C1 1.522, N4 1.424, H13 1.108, H14 1.100
4 N 0.09 0.70 -0.13  C3 1.424, C5 1.443, H15 1.009
5 C -1.17 1.38 -0.22  N4 1.443, C6 1.541, H16 1.104, H17 1.102
6 C -2.35 0.38 -0.26  C5 1.541, O7 1.418, H18 1.099, H19 1.096
7 O -2.14 -0.66 0.67  C6 1.418
8 H 2.39 0.38 -1.38  C1 1.096
9 H 3.44 1.11 -0.29  C1 1.098
10 H 2.42 -0.66 1.47  C2 1.093
11 H 3.62 -1.16 0.21  C2 1.091
12 H 1.86 -1.50 0.05  C2 1.089
13 H 1.45 1.87 1.11  C3 1.108
14 H 1.25 2.28 -0.58  C3 1.100
15 H -0.03 -0.20 0.31  N4 1.009
16 H -1.42 1.96 0.69  C5 1.104
17 H -1.08 1.98 -1.14  C5 1.102
18 H -2.47 -0.10 -1.24  C6 1.099
19 H -3.21 0.94 0.11  C6 1.096
20 H -1.14 -3.24 0.06  O22 0.954
21 H -1.38 -1.66 0.03  O22 1.087
22 O -0.75 -2.47 -0.34  H20 0.954, H21 1.087